--- a ---
Formula: C3H2N2O
Source: the Open Molecules 2025 dataset
Level of theory: the ωB97M-V functional and the def2-TZVPD basis

As for the charge: 0. As for the highest occupied orbital energy (spin up / spin down): -9.9 / -10.0 eV. The LUMO energy (spin up / spin down) comes out at -0.1276 / -0.1301 Ha.

Last column: Löwdin charge in e.
Positions of all 8 atoms, in Å:
1 C -0.837 0.666 -0.036  -0.1979
2 C -1.054 -0.662 -0.058  0.1869
3 C 1.413 -0.040 0.002  -0.6989
4 N 0.442 0.990 0.006  0.1865
5 N 0.746 -1.164 0.010  0.1946
6 O 2.602 0.170 0.035  0.1398
7 H -1.550 1.476 -0.051  0.1144
8 H -1.761 -1.436 0.092  0.0747


--- b ---
Formula: C3H2N2O
Source: the Open Molecules 2025 dataset
Level of theory: the ωB97M-V functional and the def2-TZVPD basis

As for the charge: 0. As for the highest occupied orbital energy: -12.5 eV. The LUMO energy comes out at 0.0023 Ha.

Last column: Löwdin charge in e.
Positions of all 8 atoms, in Å:
1 O -1.256 -0.475 0.653  0.0191
2 C -0.210 -0.134 -0.209  -0.3714
3 C -0.132 1.327 -0.465  -0.1369
4 N -0.172 2.445 -0.759  0.1757
5 C 1.095 -0.741 0.131  -0.1445
6 N 2.065 -1.357 0.249  0.1806
7 H -0.961 -0.473 1.574  0.1168
8 H -0.430 -0.593 -1.175  0.1607


Winner for stability: b


--- a ---
Formula: C6H15NO3S
Source: the Open Molecules 2025 dataset
Level of theory: the ωB97M-V functional and the def2-TZVPD basis

As for the charge: 0. As for the highest occupied orbital energy: -9.5 eV. The LUMO energy comes out at 0.0241 Ha.

Last column: Löwdin charge in e.
Positions of all 26 atoms, in Å:
1 C -0.016 -1.885 1.440  -0.0444
2 C 0.495 2.414 0.679  -0.0566
3 C -1.861 -0.768 -1.461  -0.0446
4 C -0.460 -0.462 1.123  -0.2250
5 C -0.201 1.522 -0.298  -0.2454
6 C -0.356 -0.598 -1.330  -0.2690
7 N -0.049 0.088 -0.152  -0.2545
8 O 2.294 -1.615 -0.571  -0.2504
9 O 2.606 -0.053 1.229  -0.2562
10 O 2.392 0.806 -1.134  -0.2674
11 S 2.332 -0.264 -0.167  0.6283
12 H -0.279 -2.040 2.447  0.0739
13 H -0.541 -2.561 0.769  0.0920
14 H 0.970 -1.992 1.462  0.0082
15 H -0.049 3.273 0.836  0.0534
16 H 0.526 1.858 1.683  0.1023
17 H 1.465 2.578 0.380  0.0419
18 H -2.389 -0.352 -0.683  0.0420
19 H -2.179 -0.188 -2.322  0.0822
20 H -2.148 -1.751 -1.670  0.0620
21 H 0.064 0.120 1.915  0.1006
22 H -1.545 -0.152 1.313  0.1471
23 H 0.121 1.746 -1.402  0.1530
24 H -1.232 1.811 -0.404  0.1141
25 H -0.058 -0.009 -2.184  0.1166
26 H 0.096 -1.524 -1.499  0.0959


--- b ---
Formula: C6H15NO3S
Source: the Open Molecules 2025 dataset
Level of theory: the ωB97M-V functional and the def2-TZVPD basis

As for the charge: 0. As for the highest occupied orbital energy: -9.1 eV. The LUMO energy comes out at 0.0226 Ha.

Last column: Löwdin charge in e.
Positions of all 26 atoms, in Å:
1 C -1.442 -1.464 -0.083  -0.0195
2 C 1.287 -2.211 0.161  -0.0710
3 C -1.051 1.928 -1.007  -0.0581
4 C -1.577 1.110 1.133  -0.1022
5 C -0.339 -0.427 -0.339  -0.3952
6 C 0.940 -0.808 0.426  -0.2835
7 N -0.712 0.920 0.001  -0.2834
8 O 2.030 1.729 0.359  -0.1283
9 O 3.642 -0.188 0.154  -0.2630
10 O 2.196 0.434 -1.709  -0.2760
11 S 2.406 0.301 -0.310  0.6480
12 H -1.570 -1.625 1.002  0.0992
13 H -2.307 -0.965 -0.427  0.0715
14 H -1.094 -2.337 -0.653  0.0839
15 H 2.316 -2.223 -0.172  0.0856
16 H 1.211 -2.806 1.027  0.0892
17 H 0.612 -2.515 -0.553  0.0397
18 H -2.036 2.129 -1.359  0.0748
19 H -0.676 2.892 -0.631  0.0970
20 H -0.433 1.530 -1.790  0.0799
21 H -1.341 2.135 1.578  0.1157
22 H -2.630 1.167 0.858  0.0875
23 H -1.428 0.436 1.920  0.0631
24 H 0.013 -0.366 -1.395  0.1465
25 H 0.859 -0.464 1.446  0.1279
26 H 1.122 1.687 0.365  -0.0289


Winner for stability: b